Entry from the Open Molecules 2025 dataset: C3H6OS as an isolated structure (wB97M-V/def2-TZVPD).

CARTESIAN COORDINATES (ANGSTROEM)
C -0.714 -0.609 -0.868
C 2.331 0.331 1.188
C -2.149 -0.520 -0.536
O 2.695 1.613 1.152
S 0.407 0.300 -0.048
H -0.394 -1.263 -1.692
H 3.025 -0.275 0.552
H -2.357 0.517 -0.282
H -2.351 -1.275 0.359
H -2.633 -0.951 -1.543
H 2.140 2.133 1.717

Values from the calculation:
* LUMO: -0.4 eV
* orbital gap: 7.588 eV

---

Entry from the Open Molecules 2025 dataset: a single C3H6OS2 molecule (wB97M-V/def2-TZVPD).

CARTESIAN COORDINATES (ANGSTROEM)
C -1.480 0.176 -0.291
C -0.066 0.220 0.442
O 0.748 1.398 0.126
C 0.697 -0.979 0.072
S -0.116 -2.375 0.064
S 2.452 -0.819 -0.082
H -1.331 -0.231 -1.256
H -1.920 1.131 -0.142
H -2.147 -0.595 0.247
H -0.081 0.096 1.535
H 0.925 1.419 -0.864
H 2.320 0.559 0.150

Values from the calculation:
* LUMO: -0.3 eV
* SMILES string: C[C@H](O)C(=S)S
* orbital gap: 8.395 eV

---

Entry from the Open Molecules 2025 dataset: a single C3H6OS2 molecule (wB97M-V/def2-TZVPD).

CARTESIAN COORDINATES (ANGSTROEM)
C -1.812 1.676 0.043
O -0.437 1.122 -0.133
C -0.186 -0.166 -0.002
S -1.426 -1.292 0.028
S 1.457 -0.697 -0.037
C 2.301 0.838 0.068
H -1.635 2.743 -0.201
H -2.118 1.432 1.065
H -2.465 1.180 -0.644
H 2.032 1.454 0.974
H 3.365 0.543 0.160
H 2.000 1.402 -0.801

Values from the calculation:
* LUMO: 0.6 eV
* SMILES string: COC(=S)SC
* orbital gap: 9.113 eV

---

Entry from the Open Molecules 2025 dataset: C3H6OS3 as an isolated structure (wB97M-V/def2-TZVPD).

CARTESIAN COORDINATES (ANGSTROEM)
C -1.096 1.387 0.487
C 1.911 -0.943 -0.295
C 1.347 0.437 -0.269
O -1.792 -1.230 0.098
S -3.231 -0.890 0.217
S -2.830 1.372 0.236
S -0.407 0.570 -0.810
H 2.931 -0.967 -0.046
H 1.429 -1.697 0.403
H 1.681 -1.440 -1.346
H 1.718 1.053 -1.055
H 1.641 0.720 0.821
H -3.301 1.628 1.559

Values from the calculation:
* LUMO (spin up / spin down): -0.7 / -0.7 eV
* orbital gap (spin up / spin down): 6.702 / 6.700 eV

---

Entry from the Open Molecules 2025 dataset: a single C3H6OS3 molecule (wB97M-V/def2-TZVPD).

CARTESIAN COORDINATES (ANGSTROEM)
C -0.098 -0.563 -0.109
C -1.312 0.337 0.342
C 1.067 0.159 -0.814
O -1.431 2.163 -3.795
S -2.536 0.592 -0.952
S 0.479 0.345 -2.717
S -0.854 1.892 -2.476
H 0.347 -1.168 0.623
H -0.563 -1.219 -0.780
H -1.901 -0.154 1.149
H -0.919 1.293 0.707
H 1.260 1.188 -0.545
H 2.008 -0.420 -0.630

Values from the calculation:
* LUMO (spin up / spin down): -1.1 / -1.1 eV
* orbital gap (spin up / spin down): 7.549 / 7.552 eV

---

Entry from the Open Molecules 2025 dataset: a single C3H6OSe molecule (wB97M-V/def2-TZVPD).

CARTESIAN COORDINATES (ANGSTROEM)
C 1.272 0.059 -0.190
C -0.038 -0.334 -1.002
C -1.210 -0.242 1.618
O 1.152 0.868 0.879
Se -1.120 -1.347 0.357
H 1.656 -0.896 0.278
H 1.944 0.418 -0.901
H -0.645 0.510 -1.488
H 0.062 -1.098 -1.707
H -1.591 -0.671 2.550
H -1.223 0.873 1.556

Values from the calculation:
* LUMO (spin up / spin down): -0.6 / -1.2 eV
* orbital gap (spin up / spin down): 8.254 / 6.153 eV

---

Entry from the Open Molecules 2025 dataset: a single C3H6S molecule (wB97M-V/def2-TZVPD).

CARTESIAN COORDINATES (ANGSTROEM)
C -0.911 -1.287 1.017
C 0.315 -0.293 0.490
C 0.877 -0.266 -0.890
S -0.088 1.024 -0.355
H -1.604 -1.340 0.184
H -0.867 -2.153 1.791
H -1.539 -0.703 1.607
H 1.132 -0.175 1.160
H 0.630 -1.008 -1.503
H 1.965 0.071 -1.260

Values from the calculation:
* LUMO: 1.1 eV
* SMILES string: C[C@H]1CS1
* orbital gap: 9.780 eV

---

Entry from the Open Molecules 2025 dataset: a 2-piece molecular cluster, C3H6S overall (wB97M-V/def2-TZVPD).

CARTESIAN COORDINATES (ANGSTROEM)
C 1.817 -0.214 -1.072
C 0.681 -0.622 -0.562
C -2.429 0.459 0.691
S -1.387 0.715 1.883
H 1.964 0.635 -1.710
H 2.659 -0.633 -0.656
H -0.167 -0.142 -0.948
H 0.645 -1.505 0.013
H -3.216 -0.233 1.070
H -0.568 1.540 1.292

Values from the calculation:
* LUMO: 0.0 eV
* orbital gap: 8.777 eV

---

One value per record, in order, for maximum force: 0.060, 0.074, 0.051, 0.097, 0.045, 0.098, 0.131, 0.048 Eh/bohr.
One value per record, in order, for ΔE to the lowest compared entry with this formula, charge and spin: 4.717, 1.558, 1.041, 4.179, 0.701, 3.547, 2.098, 3.643 eV.